1.
Molecular formula: C7H14PS3
Method: DFT, ωB97M-V with the def2-TZVPD basis set

ORCA input file:
```
! RIJCOSX wB97M-V def2-TZVPD def2/J DEFGRID3
* xyz 1 3
C -0.37871 2.18843 1.99250
C -1.21593 2.38786 0.66110
C 0.25888 0.80042 1.63540
C -0.43763 1.84728 -0.49976
C 1.12560 -3.14323 -1.06031
C 1.44861 -2.13272 -2.03774
C 0.37767 0.70658 0.15236
P -0.46937 -0.79521 -0.49799
S 0.74551 -2.38630 0.59521
S -0.08944 -1.23357 -2.52673
S -2.47706 -0.57077 -0.04006
H 0.17517 3.10869 2.04821
H -0.92239 1.98877 2.90833
H -2.11206 1.88849 0.64907
H -1.40392 3.50150 0.73434
H 1.24588 0.57578 2.07939
H -0.34700 -0.06687 2.10632
H -0.94108 1.57680 -1.35254
H 0.36625 2.65057 -0.74813
H 0.09155 -3.60539 -1.23160
H 1.85236 -3.86066 -0.87116
H 2.30996 -1.49960 -1.63266
H 1.91262 -2.61580 -2.94106
H 1.52892 0.58281 -0.07740
H -2.64439 -1.89384 -0.04509
*
```

## Properties
Energy above the lowest of the compared OMol25 structures with the same formula, charge and spin   55.2 kcal/mol
E_tot   -49270.32951 eV
Kohn-Sham gap (alpha / beta)   6.93 / 6.31 eV


2.
Molecular formula: C27H52IN3O14P2S
Method: DFT, ωB97M-V with the def2-TZVPD basis set

ORCA input file:
```
! RIJCOSX wB97M-V def2-TZVPD def2/J DEFGRID3
* xyz 0 1
N -3.36639 -0.13340 0.34081
C -4.09345 -1.05847 -0.50430
O -4.41681 -0.76896 -1.62788
C -4.45768 -2.41438 0.05689
C -3.95054 -2.75662 1.45943
C -2.47934 -2.56920 1.78049
C -1.38696 -3.16776 1.18327
P -1.44451 -4.43907 -0.17155
O -2.95171 -5.07547 0.02729
I -1.71607 -3.03992 -2.19617
C -0.04184 -2.83908 1.65072
P 1.41912 -3.64795 0.94229
O 1.40876 -5.10243 1.03477
O 1.52445 -3.09629 -0.56796
O 2.70681 -3.04416 1.68493
C 0.19502 -1.95497 2.65982
C -0.90943 -1.35967 3.31755
N -0.85640 -0.51820 4.34893
S -2.39580 -0.17771 4.69769
N -3.15054 -1.04932 3.60457
C -2.22060 -1.67761 2.87516
H -2.52819 0.10821 -0.18714
H -3.90590 0.73052 0.34577
H -4.20275 -3.14710 -0.70155
H -5.55084 -2.41353 0.11394
H -4.25146 -3.77280 1.71967
H -4.49124 -2.11295 2.14935
H -3.06141 -5.34915 0.94815
H 1.09461 -2.22880 -0.61487
H 2.89027 -2.14041 1.39400
H 1.20325 -1.75424 2.99263
C 7.75326 2.56170 -2.02434
O 6.65299 1.70023 -1.82726
C 5.47903 2.41916 -1.50447
C 4.26427 1.52143 -1.57753
O 3.76120 1.34264 -2.89126
C 4.47749 0.43596 -3.72054
C 4.19996 -1.01747 -3.41033
O 4.97569 -1.45003 -2.30887
C 4.54890 -2.71372 -1.83908
H 7.95328 3.16412 -1.13043
H 8.62240 1.94224 -2.23537
H 7.58008 3.23232 -2.87382
H 5.35257 3.26351 -2.19485
H 5.58095 2.80852 -0.48007
H 3.45710 2.01182 -1.02773
H 4.46973 0.56127 -1.09697
H 5.54997 0.63923 -3.69322
H 4.11996 0.63539 -4.73249
H 4.45056 -1.62932 -4.28850
H 3.13106 -1.14165 -3.19012
H 3.52120 -2.66330 -1.47607
H 5.20284 -2.99610 -1.01562
H 4.62027 -3.47427 -2.62488
C -6.34087 -5.31368 -0.60360
O -7.63982 -4.89779 -0.24724
C -8.36481 -4.42148 -1.36857
C -9.82413 -4.23692 -1.01851
O -10.57884 -5.43818 -1.05965
C -10.42613 -6.31561 0.04567
C -11.17868 -5.87625 1.28171
O -10.44120 -4.89993 1.99635
C -11.21282 -4.29749 3.00888
H -5.78018 -4.49516 -1.05510
H -5.83456 -5.63435 0.30542
H -6.37116 -6.15562 -1.30464
H -8.27694 -5.12985 -2.20172
H -7.94480 -3.45467 -1.68166
H -10.26955 -3.59438 -1.78055
H -9.92739 -3.73733 -0.05247
H -9.37177 -6.48321 0.27614
H -10.85542 -7.26362 -0.28442
H -11.34106 -6.74703 1.93283
H -12.15404 -5.46910 0.98639
H -12.06949 -3.76038 2.58502
H -10.57534 -3.58615 3.53037
H -11.57607 -5.04174 3.72751
C 8.06411 8.56506 3.35671
O 7.60193 8.46285 2.03008
C 8.65359 8.18266 1.12409
C 8.10176 7.80991 -0.23337
O 7.68135 6.45683 -0.32705
C 6.42859 6.14333 0.26422
C 5.24401 6.58753 -0.56472
O 4.96511 7.95744 -0.34055
C 4.03292 8.46224 -1.26840
H 8.81704 9.35605 3.45500
H 7.21077 8.81100 3.98543
H 8.49469 7.61647 3.69856
H 9.26922 7.35761 1.50461
H 9.28474 9.07703 1.02174
H 8.91138 7.90718 -0.95936
H 7.30200 8.49412 -0.52478
H 6.36515 6.52931 1.28381
H 6.40888 5.05246 0.31703
H 4.36091 5.99615 -0.28082
H 5.45948 6.41639 -1.62732
H 4.42646 8.41053 -2.29036
H 3.84744 9.50411 -1.01538
H 3.08639 7.91088 -1.22016
*
```

## Properties
Energy above the lowest of the compared OMol25 structures with the same formula, charge and spin   0.0 kcal/mol
E_tot   -99489.35508 eV
Kohn-Sham gap   7.51 eV


3.
Molecular formula: C15H18BrN7O2
Method: DFT, ωB97M-V with the def2-TZVPD basis set

ORCA input file:
```
! RIJCOSX wB97M-V def2-TZVPD def2/J DEFGRID3
* xyz 0 1
C 4.46415 -0.09023 2.39217
C 3.07139 0.41590 2.46806
N 2.05758 -0.31368 2.89154
N 0.96602 0.45805 2.82890
C 1.23782 1.69997 2.36628
C 2.60031 1.69731 2.12506
Br 3.62311 3.13674 1.45974
C 0.22455 2.75501 2.14636
H -0.27719 2.58894 1.18956
H 0.70995 3.72779 2.11303
H -0.52590 2.75045 2.93390
C -0.29755 -0.06803 3.26776
C -1.30162 -0.10453 2.16935
N -2.36145 0.65880 2.14773
O -3.01663 0.33611 1.01769
C -2.30304 -0.60875 0.41617
N -1.23098 -0.92658 1.08968
C -2.71697 -1.18350 -0.89231
O -3.74474 -0.87823 -1.45614
N -1.81179 -2.06671 -1.35658
H -0.96818 -2.20876 -0.81988
C -1.91615 -2.61612 -2.68701
C -0.90323 -1.99961 -3.65675
H -1.06755 -2.43590 -4.64253
H 0.10871 -2.25662 -3.33896
C -1.03039 -0.47490 -3.77142
N -0.53709 0.20858 -2.60370
C -1.20812 1.06789 -1.80292
N -0.47571 1.48362 -0.80390
C 0.73092 0.87848 -0.95638
C 0.71405 0.08634 -2.06558
H 1.47655 -0.51915 -2.50979
H 1.53204 1.05108 -0.26863
H -2.21945 1.37266 -1.98532
H -2.07862 -0.19685 -3.90516
H -0.46408 -0.13450 -4.64638
H -2.93438 -2.40717 -3.02503
H -1.76927 -3.69891 -2.64363
H -0.70499 0.53834 4.08332
H -0.09618 -1.08407 3.61678
H 5.12251 0.52814 3.00129
H 4.82426 -0.05250 1.36437
H 4.49733 -1.11490 2.74925
*
```

## Properties
E_tot   -100414.98006 eV
SMILES string   Cc1nn(Cc2noc(C(=O)NCCCn3ccnc3)n2)c(C)c1Br
Kohn-Sham gap   8.75 eV


4.
Molecular formula: C22H20ClN3S
Method: DFT, ωB97M-V with the def2-TZVPD basis set

ORCA input file:
```
! RIJCOSX wB97M-V def2-TZVPD def2/J DEFGRID3
* xyz 0 1
Cl -5.79836 4.80139 0.51744
N 2.28233 3.36235 -1.90147
S 2.01816 -0.27791 1.77342
C 3.32328 -1.43735 1.58292
C 2.82651 -2.67863 1.11425
C 0.31241 -5.83866 -0.64291
C -0.91021 -5.34167 -0.00093
C 1.23226 -4.82880 -0.49031
C -0.65901 -4.11361 0.54606
C 1.39527 -2.66605 0.81511
C 0.84579 -1.39698 1.05235
C 3.35535 2.56672 -2.09411
C 1.14098 2.71449 -1.59081
C 3.36688 1.18229 -1.99266
C -3.08957 4.53847 0.96065
C -4.27663 2.52865 0.57701
C 2.17174 0.48586 -1.70660
C -1.88491 3.81734 1.01952
C -3.11814 1.77549 0.69029
C -4.30090 3.88549 0.72834
C 1.06574 1.30445 -1.51632
C -1.88385 2.42475 0.92303
N 0.68134 -3.78778 0.30082
N -0.53881 0.47750 0.17289
C -0.53406 -0.91684 0.70297
C -0.27737 0.69169 -1.27110
C -0.64160 1.59090 1.11226
H 4.39868 -1.25580 1.73564
H 3.43603 -3.54088 0.90872
H 0.41779 -6.80046 -1.14058
H -1.91702 -5.76894 -0.07844
H 2.22812 -4.82011 -0.86948
H -1.37708 -3.51718 1.14928
H 4.27099 3.07755 -2.36943
H 0.23708 3.27174 -1.45097
H 4.32273 0.64913 -2.15815
H -3.08531 5.60756 1.09697
H -5.18150 1.96739 0.40722
H 2.14652 -0.62306 -1.64661
H -0.96517 4.35124 1.23564
H -3.12711 0.69831 0.56962
H -0.89976 -1.62403 -0.06289
H -1.21189 -0.98383 1.55799
H -0.36963 -0.28411 -1.81233
H -1.06225 1.33117 -1.62510
H -0.61071 1.17282 2.14445
H 0.24483 2.22794 1.02632
*
```

## Properties
Energy above the lowest of the compared OMol25 structures with the same formula, charge and spin   7.1 kcal/mol
E_tot   -50965.02200 eV
SMILES string   Clc1ccc(CN(Cc2cccnc2)Cc2sccc2-n2cccc2)cc1
Kohn-Sham gap   8.85 eV


5.
Molecular formula: C10H18P
Method: DFT, ωB97M-V with the def2-TZVPD basis set

ORCA input file:
```
! RIJCOSX wB97M-V def2-TZVPD def2/J DEFGRID3
* xyz 1 1
C -0.24101 1.90752 0.46291
C 0.45796 1.21773 -0.47389
C -1.31483 1.23188 1.14624
C 1.89073 1.50726 -0.89248
C 2.75064 0.75537 0.08833
C 2.74786 -0.81206 -0.12381
C 1.80665 -1.62468 0.66219
C -0.25594 0.09227 -0.87734
C -2.03373 -1.65676 0.73552
C -3.24950 0.16127 -1.19492
P -1.78737 -0.05868 -0.08341
H -0.10003 2.92503 0.70439
H -0.82055 0.73350 1.97408
H -2.03866 2.00784 1.57141
H 2.00912 1.27255 -1.90302
H 2.10444 2.53310 -0.76724
H 3.73918 1.19436 0.09414
H 2.29903 1.03439 1.04150
H 2.60350 -1.01224 -1.14118
H 3.71612 -1.24065 0.03010
H 1.90041 -2.66901 0.66780
H 1.47833 -1.26772 1.64528
H -0.26472 -0.52936 -1.87649
H -1.09733 -2.32919 0.98320
H -2.70652 -2.38146 0.23640
H -2.34076 -1.54123 1.73638
H -4.17045 -0.33879 -0.86404
H -2.87210 -0.33119 -2.07218
H -3.47913 1.23534 -1.38760
*
```

## Properties
Energy above the lowest of the compared OMol25 structures with the same formula, charge and spin   65.3 kcal/mol
E_tot   -19940.39197 eV
Kohn-Sham gap (alpha / beta)   6.50 / 9.18 eV


6.
Molecular formula: C34H34Cl2MnNO3STe
Method: DFT, ωB97M-V with the def2-TZVPD basis set

ORCA input file:
```
! RIJCOSX wB97M-V def2-TZVPD def2/J DEFGRID3
* xyz 2 5
Mn -0.14009 0.19617 0.37264
C -5.27627 3.09582 -3.48467
C -4.08180 2.42403 -2.86837
C -3.16976 1.71159 -3.63693
C -2.05456 1.07701 -3.09457
C -1.12744 0.28081 -3.96394
O 0.04083 0.13260 -3.65856
C -1.64525 -0.28585 -5.24421
C -2.94975 -0.75716 -5.39385
C -3.34115 -1.35324 -6.58212
C -2.43993 -1.46129 -7.63303
C -1.14133 -0.98998 -7.49160
C -0.74012 -0.41575 -6.29717
C -1.80408 1.22539 -1.71945
O -0.66950 0.71823 -1.23437
C -2.71841 1.92579 -0.90572
C -3.84725 2.49573 -1.50504
C -2.49463 2.13626 0.53186
N -1.62105 1.44610 1.18648
C -1.18438 1.87127 2.52162
C -0.13063 2.97210 2.40976
Te 1.38043 2.60032 0.91829
C 0.63989 3.94973 -0.50270
C 0.33136 3.52056 -1.78865
C -0.13531 4.44404 -2.71501
C -0.28262 5.77729 -2.35826
C 0.04887 6.20004 -1.07774
C 0.51469 5.28767 -0.14225
C -3.28009 3.21832 1.18950
C -3.06443 4.54113 0.81138
C -3.77747 5.55703 1.42998
C -4.72212 5.25353 2.40100
C -4.95489 3.93259 2.75931
C -4.23007 2.91302 2.16041
H -5.37004 2.84432 -4.53928
H -5.19610 4.18078 -3.40465
H -6.19604 2.79703 -2.98145
H -3.32566 1.64725 -4.70638
H -3.65907 -0.67884 -4.57883
H -4.34955 -1.72893 -6.69206
H -2.75116 -1.91388 -8.56499
H -0.44143 -1.07428 -8.31170
H 0.27347 -0.06133 -6.16561
H -4.55799 3.02151 -0.88104
H -0.77832 0.99613 3.03627
H -2.01299 2.23879 3.12508
H 0.37754 3.12968 3.35710
H -0.59431 3.90723 2.09630
H 0.45172 2.48252 -2.07450
H -0.37476 4.11928 -3.71900
H -0.64035 6.49381 -3.08547
H -0.04077 7.24421 -0.80900
H 0.78854 5.63197 0.84825
H -2.34437 4.77345 0.03466
H -3.60465 6.58577 1.14344
H -5.28519 6.04691 2.87344
H -5.70269 3.69477 3.50350
H -4.41578 1.88071 2.43365
Cl 2.18908 0.86245 4.09416
C 1.66788 -0.72189 3.64010
Cl 1.45162 -0.90299 1.81613
H 0.70379 -0.96838 4.06740
H 2.42971 -1.46380 3.84909
O -1.06882 -1.51387 0.35719
S -1.18591 -2.96545 -0.16423
C -2.84058 -3.06340 -0.86480
C -2.73677 -2.53783 -2.28984
C -1.46959 -3.17605 -2.84990
C -0.37916 -2.97137 -1.79727
H -3.50870 -2.53108 -0.18932
H -3.09524 -4.12621 -0.84469
H -2.65080 -1.44803 -2.27892
H -3.62400 -2.79952 -2.86479
H -1.15788 -2.73395 -3.79491
H -1.63109 -4.24153 -3.02113
H 0.09077 -1.98852 -1.88631
H 0.39216 -3.73875 -1.79010
*
```

## Properties
Energy above the lowest of the compared OMol25 structures with the same formula, charge and spin   0.0 kcal/mol
E_tot   -117922.25518 eV
Kohn-Sham gap (alpha / beta)   5.32 / 7.43 eV